(1)
Entry from the Open Molecules 2025 dataset: a 17-piece molecular cluster, C68H136O34 overall at a distorted geometry (ωB97M-V/def2-TZVPD).

E_LUMO (Ha): 0.0157
Net charge: 0
Energy above the lowest of the compared OMol25 structures with the same formula, charge and spin (kcal per mole): 6.9

Last column: Löwdin charge in e.
CARTESIAN COORDINATES (ANGSTROEM)
O -4.715 1.368 -4.405  0.087
C -5.869 1.445 -4.671  -0.563
O -6.712 2.167 -3.924  -0.006
C -6.165 2.633 -2.646  -0.171
C -5.976 1.492 -1.622  -0.074
C -6.440 0.737 -5.855  0.030
H -6.985 3.290 -2.314  0.123
H -5.244 3.231 -2.828  0.125
H -6.915 0.952 -1.369  0.066
H -5.680 1.866 -0.620  0.078
H -5.269 0.666 -1.910  0.071
H -6.548 -0.315 -5.591  0.092
H -5.752 0.805 -6.682  0.089
H -7.399 1.204 -6.120  0.093
O -1.508 1.822 1.155  0.095
C -1.411 0.775 0.563  -0.526
O -0.251 0.317 0.110  -0.014
C 0.934 1.115 0.233  -0.207
C 2.210 0.361 0.053  -0.042
C -2.570 -0.104 0.199  0.045
H 0.877 1.565 1.220  0.093
H 0.836 1.981 -0.411  0.119
H 2.373 0.206 -1.035  0.075
H 2.155 -0.622 0.559  0.084
H 3.093 0.787 0.499  0.052
H -2.219 -0.672 -0.652  0.076
H -3.410 0.547 -0.050  0.082
H -2.835 -0.783 1.008  0.081
O 1.656 4.898 -1.308  0.090
C 2.203 5.488 -2.202  -0.527
O 2.553 4.882 -3.373  -0.053
C 2.335 3.421 -3.404  -0.177
C 3.431 2.642 -2.645  -0.028
C 2.592 6.949 -2.226  0.031
H 2.355 3.229 -4.478  0.110
H 1.348 3.223 -3.031  0.096
H 3.429 2.903 -1.593  0.057
H 4.353 2.961 -3.084  0.083
H 3.183 1.610 -2.881  0.045
H 1.749 7.545 -1.868  0.092
H 2.893 7.220 -3.253  0.092
H 3.467 7.060 -1.581  0.084
O 4.916 -1.956 0.126  0.057
C 6.084 -2.035 -0.205  -0.534
O 6.690 -1.151 -1.007  0.011
C 5.736 -0.350 -1.726  -0.244
C 4.998 -1.015 -2.822  -0.043
C 7.048 -3.016 0.398  0.024
H 6.386 0.410 -2.133  0.123
H 5.163 0.090 -0.931  0.092
H 4.258 -1.708 -2.432  0.060
H 5.670 -1.471 -3.551  0.095
H 4.506 -0.130 -3.279  0.078
H 7.449 -3.643 -0.413  0.097
H 6.565 -3.724 1.075  0.063
H 7.831 -2.461 0.929  0.100
O 0.458 -4.226 3.496  0.106
C 0.138 -3.190 3.007  -0.561
O 0.295 -2.090 3.754  -0.021
C 0.735 -2.294 5.076  -0.244
C -0.246 -2.775 6.090  -0.055
C -0.330 -3.031 1.597  0.047
H 1.143 -1.331 5.353  0.109
H 1.571 -3.016 5.027  0.125
H 0.303 -2.697 7.034  0.087
H -0.622 -3.794 6.012  0.081
H -1.096 -2.080 6.215  0.080
H 0.038 -3.867 1.031  0.073
H -0.090 -2.026 1.205  0.088
H -1.422 -3.062 1.594  0.075
O -2.368 0.656 4.366  0.109
C -3.335 0.636 3.656  -0.521
O -3.997 -0.531 3.422  -0.039
C -3.328 -1.693 4.002  -0.211
C -4.080 -2.940 3.670  -0.062
C -4.068 1.825 3.111  0.041
H -3.239 -1.547 5.084  0.122
H -2.313 -1.718 3.644  0.094
H -5.097 -2.992 4.083  0.072
H -3.513 -3.829 3.920  0.084
H -4.210 -2.958 2.583  0.071
H -4.151 1.696 2.041  0.072
H -3.593 2.783 3.331  0.083
H -5.054 1.779 3.572  0.090
O 2.297 1.168 -5.793  0.105
C 1.204 0.782 -6.073  -0.498
O 0.487 -0.094 -5.245  -0.062
C 1.296 -0.709 -4.223  -0.209
C 0.396 -1.425 -3.256  -0.044
C 0.394 1.207 -7.258  0.046
H 1.780 0.109 -3.695  0.093
H 2.010 -1.385 -4.714  0.138
H -0.191 -2.190 -3.751  0.077
H -0.306 -0.730 -2.812  0.059
H 0.891 -1.858 -2.409  0.051
H 0.007 2.219 -7.085  0.085
H -0.468 0.568 -7.321  0.055
H 1.023 1.131 -8.142  0.101
O 2.403 -5.819 -3.516  0.090
C 2.610 -6.577 -2.602  -0.523
O 3.388 -6.242 -1.544  -0.020
C 3.561 -4.799 -1.415  -0.206
C 2.321 -3.968 -1.125  -0.052
C 2.023 -7.975 -2.427  0.031
H 4.085 -4.514 -2.331  0.126
H 4.207 -4.685 -0.549  0.095
H 1.813 -4.051 -0.134  0.073
H 1.677 -4.042 -2.001  0.066
H 2.768 -2.963 -1.150  0.059
H 2.146 -8.555 -3.325  0.080
H 0.945 -7.912 -2.316  0.089
H 2.472 -8.406 -1.552  0.076
O -1.447 4.166 -6.397  0.109
C -0.957 4.390 -5.329  -0.550
O -0.935 3.585 -4.265  -0.019
C -1.603 2.326 -4.328  -0.170
C -1.942 1.866 -2.849  -0.027
C -0.240 5.675 -5.005  0.035
H -0.944 1.559 -4.758  0.094
H -2.480 2.407 -5.003  0.119
H -2.653 1.043 -2.949  0.048
H -2.446 2.615 -2.244  0.076
H -1.045 1.508 -2.299  0.065
H -0.786 6.214 -4.235  0.095
H -0.120 6.325 -5.852  0.082
H 0.781 5.462 -4.668  0.070
O -4.029 5.515 2.889  0.093
C -3.450 6.281 2.168  -0.548
O -2.331 5.979 1.506  -0.013
C -1.695 4.696 1.737  -0.201
C -0.401 4.699 0.959  -0.071
C -3.983 7.671 1.831  0.016
H -2.378 3.908 1.467  0.091
H -1.527 4.655 2.818  0.123
H 0.035 3.699 1.082  0.053
H 0.224 5.557 1.202  0.086
H -0.610 4.859 -0.087  0.063
H -3.320 8.380 2.300  0.074
H -4.996 7.825 2.182  0.079
H -3.894 7.954 0.763  0.091
O -2.050 -1.048 -7.641  0.108
C -1.878 -2.081 -7.070  -0.527
O -2.499 -2.417 -5.893  -0.030
C -3.232 -1.399 -5.196  -0.228
C -3.673 -1.928 -3.842  -0.062
C -0.881 -3.136 -7.442  0.026
H -4.079 -1.040 -5.825  0.116
H -2.615 -0.504 -5.144  0.107
H -4.352 -1.192 -3.409  0.063
H -2.765 -2.040 -3.192  0.079
H -4.239 -2.865 -3.966  0.088
H -1.356 -3.793 -8.160  0.087
H -0.615 -3.724 -6.558  0.088
H 0.025 -2.683 -7.862  0.095
O -6.048 -0.750 0.746  0.089
C -6.910 -1.197 1.451  -0.502
O -7.835 -2.106 1.006  -0.031
C -7.858 -2.220 -0.436  -0.219
C -9.008 -3.124 -0.835  -0.049
C -7.082 -0.882 2.928  0.046
H -6.903 -2.673 -0.727  0.109
H -7.863 -1.204 -0.772  0.101
H -8.765 -4.182 -0.598  0.079
H -9.040 -3.047 -1.931  0.085
H -9.923 -2.817 -0.339  0.079
H -8.127 -0.688 3.133  0.091
H -6.380 -0.161 3.267  0.052
H -6.819 -1.829 3.412  0.075
O 1.162 3.819 3.789  0.102
C 0.959 3.461 4.902  -0.547
O 0.757 2.179 5.246  0.005
C 0.692 1.256 4.172  -0.215
C 2.065 0.754 3.667  -0.039
C 0.872 4.358 6.130  0.033
H 0.220 1.801 3.335  0.105
H 0.023 0.425 4.435  0.098
H 2.583 1.622 3.204  0.070
H 1.892 -0.042 2.981  0.053
H 2.617 0.390 4.562  0.091
H 1.291 5.345 5.902  0.093
H 1.350 3.865 6.942  0.071
H -0.154 4.485 6.431  0.083
O -4.780 -5.887 -1.208  0.106
C -4.628 -4.870 -0.581  -0.530
O -5.227 -4.688 0.639  -0.056
C -6.120 -5.780 1.109  -0.181
C -6.556 -5.443 2.519  -0.059
C -3.882 -3.663 -1.017  0.028
H -5.535 -6.677 1.012  0.113
H -6.921 -5.833 0.372  0.114
H -7.228 -6.218 2.900  0.082
H -7.065 -4.473 2.528  0.071
H -5.706 -5.489 3.206  0.073
H -3.640 -3.753 -2.028  0.042
H -3.046 -3.564 -0.303  0.096
H -4.525 -2.800 -0.855  0.082
O 6.347 2.194 0.200  0.082
C 6.786 3.099 0.881  -0.469
O 6.055 4.174 1.289  -0.008
C 4.765 4.240 0.785  -0.252
C 3.643 3.548 1.521  -0.037
C 8.291 3.155 1.340  0.041
H 4.854 3.927 -0.246  0.097
H 4.555 5.307 0.647  0.128
H 2.726 3.703 0.914  0.085
H 3.494 3.994 2.496  0.066
H 3.852 2.485 1.649  0.046
H 8.507 2.321 2.004  0.080
H 8.529 4.108 1.783  0.070
H 8.888 3.013 0.431  0.085
O 5.694 0.397 5.008  0.100
C 5.592 0.714 3.847  -0.477
O 5.656 2.010 3.466  -0.029
C 5.743 2.847 4.571  -0.275
C 4.546 3.175 5.396  -0.061
C 5.428 -0.157 2.602  0.052
H 5.998 3.810 4.058  0.132
H 6.620 2.592 5.186  0.131
H 3.901 3.936 4.907  0.080
H 4.891 3.528 6.397  0.101
H 3.961 2.316 5.671  0.062
H 5.119 0.480 1.790  0.056
H 4.724 -0.942 2.821  0.071
H 6.352 -0.662 2.283  0.099
O 6.274 -3.087 3.326  0.070
C 5.462 -3.126 4.219  -0.412
O 4.085 -3.412 3.986  -0.024
C 3.807 -3.722 2.642  -0.293
C 3.837 -5.141 2.317  -0.048
C 5.837 -2.865 5.725  0.050
H 4.465 -3.126 2.043  0.074
H 2.816 -3.365 2.415  0.109
H 4.866 -5.518 2.296  0.092
H 3.404 -5.256 1.330  0.058
H 3.194 -5.732 2.986  0.098
H 5.767 -1.799 5.894  0.056
H 6.855 -3.163 5.909  0.082
H 5.067 -3.353 6.271  0.065

(2)
Entry from the Open Molecules 2025 dataset: a 3-piece molecular cluster, C11H27N2O9P4 overall at a distorted geometry (ωB97M-V/def2-TZVPD).

E_LUMO (Ha): -0.1771
Net charge: +1

Last column: Löwdin charge in e.
CARTESIAN COORDINATES (ANGSTROEM)
N -2.451 -2.637 -4.030  -0.282
P -0.893 -2.572 -4.174  0.771
C -0.303 -4.320 -3.820  -0.294
N 0.532 -4.898 -4.706  0.100
C 0.955 -6.154 -4.523  -0.020
C 0.560 -6.879 -3.431  -0.001
C -0.306 -6.317 -2.491  0.009
C -0.744 -4.996 -2.702  -0.263
P -1.908 -4.288 -1.425  0.708
O -3.264 -4.731 -1.790  -0.417
H -2.903 -2.395 -4.906  -0.009
H -0.605 -2.235 -5.521  0.025
H -0.288 -1.669 -3.265  0.022
H 0.826 -4.348 -5.508  0.171
H 1.604 -6.590 -5.280  0.154
H 0.952 -7.891 -3.346  0.135
H -0.644 -6.900 -1.634  0.135
H -1.835 -2.869 -1.448  0.016
H -1.572 -4.820 -0.156  0.034
C -2.333 1.673 -0.604  -0.127
O -1.015 1.282 -1.028  -0.283
P -0.315 2.212 -2.271  0.638
O 0.756 1.179 -2.522  -0.295
O 0.140 3.340 -1.195  -0.303
C 0.888 2.961 -0.035  -0.084
O 0.154 3.166 -3.562  -0.252
C 0.725 4.463 -3.396  -0.105
H -2.594 1.082 0.272  0.086
H -2.353 2.733 -0.335  0.085
H -3.060 1.479 -1.393  0.080
H 1.385 2.000 -0.165  0.091
H 0.219 2.903 0.823  0.070
H 1.637 3.725 0.159  0.097
H 1.683 4.384 -2.884  0.097
H 0.054 5.130 -2.861  0.089
H 0.893 4.873 -4.392  0.092
C 0.075 -0.106 5.428  -0.120
O 1.022 0.579 4.590  -0.253
P 0.691 2.200 4.250  0.609
O 1.672 2.376 3.139  -0.253
O 1.300 2.639 5.698  -0.307
C 2.646 2.306 6.021  -0.092
O -0.133 3.636 4.094  -0.246
C -0.089 4.664 5.083  -0.104
H 0.483 -1.086 5.665  0.088
H -0.086 0.445 6.359  0.085
H -0.874 -0.232 4.905  0.080
H 3.241 2.106 5.129  0.088
H 2.658 1.424 6.664  0.087
H 3.084 3.142 6.563  0.092
H 0.923 5.057 5.166  0.096
H -0.447 4.309 6.046  0.088
H -0.748 5.465 4.747  0.092

(3)
Entry from the Open Molecules 2025 dataset: C22H67Hg2O16S as an isolated structure at a distorted geometry (ωB97M-V/def2-TZVPD).

E_LUMO (Ha): -0.1325
Net charge: +1
Energy above the lowest of the compared OMol25 structures with the same formula, charge and spin (kcal per mole): 0.0

Last column: Löwdin charge in e.
CARTESIAN COORDINATES (ANGSTROEM)
Hg 0.745 -0.003 -2.516  1.295
Hg -2.353 -1.405 -0.843  1.289
S -0.097 0.091 0.330  0.268
O 1.071 -0.448 -0.268  -0.372
O -1.014 -0.876 0.933  -0.386
O 0.125 1.243 1.198  -0.282
O -0.914 0.472 -0.845  -0.495
O -0.733 -1.757 -2.394  -0.443
H -0.204 -2.484 -2.011  -0.032
C -0.568 4.376 -3.589  -0.063
C 0.461 3.268 -3.453  -0.303
O 0.096 2.308 -2.502  -0.160
H -0.205 5.060 -4.356  0.088
H -0.749 4.917 -2.661  0.075
H -1.493 4.067 -4.075  0.072
H 1.371 3.821 -3.217  0.115
H 0.616 2.836 -4.441  0.115
H -0.553 2.775 -1.970  0.036
C 4.225 -2.560 -3.116  -0.047
C 2.830 -2.249 -2.467  -0.263
O 2.170 -1.523 -3.504  -0.173
H 4.894 -1.700 -3.076  0.073
H 4.180 -2.723 -4.193  0.075
H 4.752 -3.406 -2.674  0.082
H 3.067 -1.787 -1.509  0.091
H 2.255 -3.157 -2.281  0.116
H 2.225 -2.152 -4.227  0.108
C -2.102 -3.274 4.967  -0.062
C -2.239 -2.521 3.613  -0.282
O -1.008 -2.699 2.948  -0.121
H -1.988 -4.320 4.681  0.069
H -2.973 -3.323 5.620  0.073
H -1.255 -2.932 5.561  0.079
H -2.533 -1.501 3.861  0.106
H -2.964 -3.048 2.992  0.097
H -0.821 -1.992 2.326  0.030
C 0.049 5.671 0.220  -0.073
C 0.215 4.178 0.348  -0.282
O -0.924 3.680 -0.341  -0.117
H -0.995 5.983 0.245  0.085
H 0.471 6.078 -0.699  0.067
H 0.620 6.214 0.974  0.078
H 0.043 3.846 1.372  0.109
H 1.119 3.712 -0.044  0.118
H -0.951 2.799 0.040  0.041
C -1.331 2.105 5.750  -0.075
C -0.867 1.355 4.487  -0.325
O 0.217 1.971 3.845  -0.086
H -0.597 2.253 6.543  0.068
H -2.062 1.556 6.343  0.066
H -1.680 3.112 5.523  0.072
H -1.666 1.395 3.746  0.096
H -0.741 0.280 4.616  0.095
H 0.258 1.888 2.889  0.012
C 2.520 -2.882 2.594  -0.084
C 1.975 -3.398 1.344  -0.310
O 0.802 -4.185 1.576  -0.076
H 3.442 -2.317 2.460  0.075
H 2.785 -3.647 3.324  0.095
H 1.837 -2.182 3.075  0.081
H 2.839 -3.857 0.864  0.120
H 1.723 -2.647 0.596  0.081
H 0.183 -3.809 2.206  0.036
C -4.345 2.072 -3.632  -0.062
C -3.371 1.654 -2.578  -0.311
O -3.293 0.257 -2.416  -0.133
H -5.412 1.866 -3.542  0.085
H -4.088 1.564 -4.561  0.083
H -4.154 3.142 -3.708  0.088
H -3.584 2.081 -1.598  0.126
H -2.398 1.994 -2.934  0.096
H -3.205 -0.074 -3.312  0.096
C 5.846 0.524 1.184  -0.077
C 4.334 0.630 1.290  -0.313
O 3.746 -0.220 0.335  -0.099
H 6.306 1.113 0.390  0.070
H 6.074 -0.504 0.902  0.076
H 6.189 0.768 2.189  0.082
H 4.148 1.701 1.203  0.114
H 4.065 0.404 2.322  0.116
H 2.814 -0.357 0.525  0.037
C 4.042 1.502 -4.244  -0.053
C 3.962 1.731 -2.692  -0.242
O 2.885 0.979 -2.140  -0.152
H 3.291 2.028 -4.834  0.065
H 4.017 0.425 -4.412  0.057
H 5.032 1.779 -4.606  0.077
H 3.901 2.786 -2.427  0.116
H 4.915 1.306 -2.377  0.115
H 3.217 0.728 -1.276  0.042
C -2.651 -5.342 0.666  -0.063
C -1.568 -4.791 -0.319  -0.229
O -1.544 -3.387 -0.001  -0.192
H -3.659 -4.978 0.470  0.068
H -2.420 -5.128 1.709  0.065
H -2.812 -6.420 0.653  0.074
H -1.859 -4.975 -1.353  0.114
H -0.673 -5.393 -0.165  0.113
H -0.832 -3.298 0.637  0.041
C -5.569 0.756 0.574  -0.061
C -4.341 0.035 1.151  -0.322
O -4.293 -1.265 0.692  -0.108
H -5.692 0.642 -0.503  0.070
H -5.483 1.837 0.681  0.081
H -6.482 0.423 1.068  0.078
H -4.301 0.078 2.240  0.125
H -3.477 0.573 0.761  0.094
H -4.871 -1.793 1.248  0.117

(4)
Entry from the Open Molecules 2025 dataset: a 10-piece molecular cluster, C20H60O10 overall at a distorted geometry (ωB97M-V/def2-TZVPD).

E_LUMO (Ha): 0.0160
Net charge: 0
Energy above the lowest of the compared OMol25 structures with the same formula, charge and spin (kcal per mole): 52.5

Last column: Löwdin charge in e.
CARTESIAN COORDINATES (ANGSTROEM)
C 0.761 -4.462 2.852  -0.085
C -0.643 -4.300 3.414  -0.331
O -0.583 -4.104 4.817  -0.069
H 0.793 -4.679 1.794  0.061
H 1.345 -5.239 3.433  0.099
H 1.289 -3.578 3.074  0.047
H -1.254 -5.203 3.226  0.114
H -1.131 -3.466 2.924  0.084
H -1.408 -4.224 5.247  0.065
C 2.035 -0.927 -3.417  -0.077
C 1.516 -0.637 -4.795  -0.231
O 0.277 0.198 -4.768  -0.080
H 1.247 -1.329 -2.718  0.092
H 2.329 -0.030 -2.953  0.058
H 2.837 -1.583 -3.403  0.051
H 1.331 -1.572 -5.393  0.130
H 2.293 -0.117 -5.339  0.103
H 0.567 1.077 -4.718  0.057
C -1.593 -5.159 -0.591  -0.082
C -2.005 -4.627 -2.006  -0.258
O -1.173 -3.523 -2.483  -0.117
H -0.566 -5.546 -0.596  0.066
H -2.237 -5.908 -0.080  0.075
H -1.540 -4.320 0.158  0.060
H -3.023 -4.242 -2.086  0.099
H -1.790 -5.395 -2.720  0.094
H -1.698 -2.725 -2.322  0.023
C -0.893 4.715 -0.399  -0.054
C 0.032 3.771 -1.195  -0.302
O 0.487 2.627 -0.502  -0.098
H -1.871 4.214 -0.350  0.069
H -1.028 5.576 -0.999  0.058
H -0.457 5.042 0.543  0.068
H 0.936 4.329 -1.492  0.106
H -0.418 3.435 -2.172  0.123
H -0.282 2.072 -0.387  0.042
C -3.863 2.123 0.585  -0.094
C -5.007 2.820 1.309  -0.326
O -4.535 4.116 1.621  -0.079
H -2.959 2.355 1.092  0.062
H -3.902 2.380 -0.466  0.067
H -3.933 1.021 0.584  0.074
H -5.201 2.216 2.200  0.104
H -5.947 2.800 0.739  0.108
H -5.120 4.660 2.167  0.088
C 6.077 -0.500 -1.151  -0.087
C 5.990 -1.007 0.312  -0.355
O 6.666 -0.182 1.188  -0.076
H 7.132 -0.374 -1.425  0.074
H 5.492 0.384 -1.354  0.056
H 5.719 -1.338 -1.798  0.076
H 6.545 -1.967 0.322  0.116
H 4.985 -1.224 0.649  0.100
H 6.394 0.737 1.010  0.096
C -3.835 -1.341 -3.566  -0.062
C -3.021 -0.067 -3.313  -0.279
O -1.710 -0.465 -2.993  -0.114
H -3.750 -1.990 -2.672  0.068
H -3.246 -1.869 -4.358  0.098
H -4.843 -1.176 -3.830  0.055
H -3.281 0.435 -2.392  0.096
H -3.064 0.622 -4.205  0.139
H -1.098 -0.314 -3.692  0.032
C 3.658 4.622 1.012  -0.067
C 2.170 4.583 1.517  -0.287
O 1.778 3.260 1.857  -0.121
H 3.711 3.835 0.280  0.056
H 4.303 4.468 1.868  0.060
H 3.959 5.597 0.546  0.081
H 1.557 4.971 0.717  0.067
H 2.011 5.183 2.444  0.126
H 1.389 2.824 1.065  0.062
C -0.116 -1.441 0.356  -0.052
C -1.133 -0.361 0.636  -0.271
O -1.309 0.501 -0.495  -0.110
H -0.119 -2.125 1.260  0.080
H 0.839 -1.054 0.165  0.055
H -0.391 -1.953 -0.580  0.059
H -0.926 0.231 1.494  0.078
H -2.163 -0.790 0.767  0.122
H -1.356 0.055 -1.327  0.020
C -0.404 -0.226 4.518  -0.096
C 0.608 0.682 3.854  -0.265
O -0.135 1.959 3.498  -0.115
H -1.055 -0.459 3.702  0.043
H -0.982 0.273 5.309  0.089
H -0.038 -1.188 4.813  0.057
H 1.040 0.233 2.980  0.085
H 1.433 0.836 4.619  0.122
H 0.503 2.470 2.964  0.022